(1)
The following is a DFT calculation (the ωB97M-V functional and the def2-TZVPD basis) of an isolated molecule of C5H4N2 in a non-equilibrium geometry.

Summary:
HOMO energy ... -9.98 eV
SMILES string ... C#C[C@H]1N[C@H]1C#N
Kohn-Sham gap ... 10.64 eV
E_LUMO ... 0.66 eV
E_tot ... -302.30254 a.u.

Last column: Löwdin charge in e.
CARTESIAN COORDINATES (ANGSTROEM)
C (-2.1914, 1.0201, -1.1172)  0.125
C (-1.2446, 0.5158, -0.5674)  -0.070
C (-0.1832, 0.4427, 0.4135)  -0.295
N (0.1117, -0.6245, 1.3586)  0.082
C (1.1593, -0.2058, 0.4248)  -0.260
C (1.6746, -1.1246, -0.5650)  -0.168
N (2.1967, -1.8749, -1.2741)  0.154
H (-3.0081, 1.5719, -1.5254)  0.035
H (-0.1799, 1.4154, 0.8899)  0.142
H (-0.2835, -1.5192, 1.0758)  0.113
H (1.9484, 0.3831, 0.8864)  0.143

***

(2)
The following is a DFT calculation (the ωB97M-V functional and the def2-TZVPD basis) of an isolated molecule of C5H4N2.

Summary:
HOMO energy ... -8.88 eV
SMILES string ... C#Cc1cn[nH]c1
Kohn-Sham gap ... 9.80 eV
E_LUMO ... 0.92 eV
E_tot ... -302.35211 a.u.

Last column: Löwdin charge in e.
CARTESIAN COORDINATES (ANGSTROEM)
C (-2.6082, -0.2338, -0.9582)  0.112
C (-1.6504, -0.0791, -0.2420)  -0.105
C (-0.3042, -0.0567, 0.2268)  -0.257
C (0.6341, -0.9858, -0.2864)  -0.120
N (1.8770, -0.6301, -0.0354)  0.037
N (1.7541, 0.5097, 0.6623)  -0.037
C (0.4732, 0.8970, 0.8548)  -0.044
H (-3.3876, -0.3586, -1.6745)  0.025
H (0.3925, -1.8810, -0.8428)  0.116
H (2.5887, 1.0293, 0.8812)  0.150
H (0.2308, 1.7892, 1.4141)  0.123

***

(3)
The following is a DFT calculation (the ωB97M-V functional and the def2-TZVPD basis) of an isolated molecule of C5H4N2.

Summary:
HOMO energy ... -9.08 eV
SMILES string ... C#Cc1ccn[nH]1
Kohn-Sham gap ... 10.06 eV
E_LUMO ... 0.98 eV
E_tot ... -302.35694 a.u.

Last column: Löwdin charge in e.
CARTESIAN COORDINATES (ANGSTROEM)
C (-2.0377, -0.0744, 1.9364)  0.127
C (-1.1720, 0.1673, 1.1380)  -0.071
C (-0.1186, 0.1996, 0.1919)  -0.304
C (-0.0149, 0.6861, -1.0941)  -0.024
C (1.2013, 0.1554, -1.5638)  -0.162
N (1.8086, -0.5899, -0.6473)  0.032
N (0.9971, -0.5460, 0.4064)  0.010
H (-2.7942, -0.5102, 2.5354)  0.027
H (-0.7338, 1.3092, -1.6056)  0.104
H (1.6519, 0.2712, -2.5393)  0.099
H (1.2124, -1.0683, 1.2421)  0.162

***

(4)
The following is a DFT calculation (the ωB97M-V functional and the def2-TZVPD basis) of an isolated molecule of C5H4N2 in a non-equilibrium geometry.

Summary:
HOMO energy (alpha / beta) ... -8.65 / -8.93 eV
Kohn-Sham gap (alpha / beta) ... 7.49 / 8.01 eV
E_LUMO (alpha / beta) ... -1.16 / -0.92 eV
E_tot ... -302.21414 a.u.

Last column: Löwdin charge in e.
CARTESIAN COORDINATES (ANGSTROEM)
C (-1.0298, -0.7141, -1.3405)  0.032
C (-0.6703, 0.3935, -0.7509)  -0.033
C (0.4375, 1.0725, -0.3419)  -0.265
N (0.7375, 1.3793, 1.0908)  0.081
C (1.1785, 0.1358, 0.6625)  -0.155
C (0.5515, -0.9904, 1.2950)  -0.231
N (0.0646, -1.8715, 1.8750)  0.161
H (-1.9810, -0.9929, -1.7689)  0.065
H (0.9849, 1.6681, -1.0601)  0.140
H (-0.0623, 1.3599, 1.7303)  0.119
H (-0.2111, -1.4402, -1.3912)  0.086

***

(5)
The following is a DFT calculation (the ωB97M-V functional and the def2-TZVPD basis) of an isolated molecule of C5H4N2 in a non-equilibrium geometry.

Summary:
HOMO energy ... -9.10 eV
SMILES string ... C#Cc1cn[nH]c1
Kohn-Sham gap ... 10.04 eV
E_LUMO ... 0.93 eV
E_tot ... -302.33766 a.u.

Last column: Löwdin charge in e.
CARTESIAN COORDINATES (ANGSTROEM)
C (2.7203, -0.4953, 0.4017)  0.122
C (1.5707, -0.1839, 0.2314)  -0.107
C (0.2123, 0.1418, -0.0019)  -0.254
C (-0.6456, 1.0262, 0.7415)  -0.104
N (-1.8878, 0.9111, 0.3587)  0.028
N (-1.8736, 0.0095, -0.6839)  -0.044
C (-0.5991, -0.4329, -0.9305)  -0.057
H (3.7484, -0.7314, 0.5342)  0.024
H (-0.3492, 1.7194, 1.5243)  0.117
H (-2.4388, -0.8021, -0.4575)  0.146
H (-0.4575, -1.1625, -1.7178)  0.130

***

(6)
The following is a DFT calculation (the ωB97M-V functional and the def2-TZVPD basis) of an isolated molecule of C5H4N2O in a non-equilibrium geometry.

Summary:
HOMO energy ... -8.60 eV
SMILES string ... c1cc2o[nH]cc-2n1
Kohn-Sham gap ... 8.27 eV
E_LUMO ... -0.33 eV
E_tot ... -377.47815 a.u.

Last column: Löwdin charge in e.
CARTESIAN COORDINATES (ANGSTROEM)
C (0.2912, 1.2123, -1.5723)  -0.166
C (1.0052, 1.2891, -0.3824)  -0.059
C (0.6565, 0.2348, 0.4454)  -0.300
O (0.5940, -0.2269, 1.6217)  0.016
N (-0.6497, -1.0722, 1.7885)  0.067
C (-1.0393, -1.2898, 0.3763)  0.037
C (-0.2867, -0.3973, -0.4169)  -0.336
N (-0.3943, 0.1054, -1.6113)  0.068
H (0.4262, 1.9588, -2.4356)  0.140
H (1.4903, 2.3599, -0.0720)  0.149
H (-0.1292, -2.1640, 1.8102)  0.223
H (-1.9642, -2.0101, 0.4484)  0.161

***

(7)
The following is a DFT calculation (the ωB97M-V functional and the def2-TZVPD basis) of a cluster of 2 separate species, C5H4N2O in total in a non-equilibrium geometry.

Summary:
HOMO energy ... -7.94 eV
SMILES string ... N=C=C=O.C=CC#N
Kohn-Sham gap ... 7.44 eV
E_LUMO ... -0.50 eV
E_tot ... -377.50491 a.u.

Last column: Löwdin charge in e.
CARTESIAN COORDINATES (ANGSTROEM)
N (-0.7293, 2.1980, -2.2818)  0.165
C (-0.0027, 2.2437, -1.3279)  -0.139
C (0.4439, 1.8655, -0.1053)  -0.243
O (0.9838, 2.2761, 0.8341)  0.125
H (-1.4096, 1.5470, -2.4522)  0.036
C (0.9508, -1.9029, 0.4456)  0.041
C (-0.1280, -1.5915, 1.1430)  -0.167
C (-1.0164, -0.5433, 0.8610)  -0.258
N (-1.7220, 0.2818, 0.5683)  0.181
H (1.3913, -1.5205, -0.4459)  0.055
H (1.6820, -2.7508, 0.7225)  0.098
H (-0.4437, -2.1032, 2.0386)  0.106

***

(8)
The following is a DFT calculation (the ωB97M-V functional and the def2-TZVPD basis) of a cluster of 2 separate species, C5H4N2O in total in a non-equilibrium geometry.

Summary:
HOMO energy ... -8.93 eV
Kohn-Sham gap ... 8.02 eV
E_LUMO ... -0.92 eV
E_tot ... -377.37992 a.u.

Last column: Löwdin charge in e.
CARTESIAN COORDINATES (ANGSTROEM)
C (2.0792, -0.4174, 2.3023)  0.102
C (1.0327, -0.2380, 1.7144)  -0.136
C (0.0432, -0.1430, 0.8410)  -0.370
C (-1.5112, 0.6586, -1.0353)  -0.066
C (-0.1905, -0.1724, -1.4428)  -0.210
H (3.5883, -0.2339, 2.4851)  0.239
H (-2.2898, 0.8718, -1.8474)  0.113
H (-0.2869, -1.3638, -1.7292)  0.174
H (0.2410, 0.6007, -2.2594)  0.154
N (-1.2683, -0.0603, 1.1628)  0.059
N (-2.0631, 0.4553, 0.2042)  -0.012
O (0.6254, 0.0425, -0.3957)  -0.048

***

One value per record, in order, for relative energy (zero: lowest compared OMol25 entry of this formula, charge and spin): 78.9 47.8 44.8 134.4 56.9 116.7 99.9 178.3 kcal per mole.